Computed, not measured: one molecule with the formula C5H13N3, with wB97M-V/def2-TZVPD.

As for the gap between HOMO and LUMO: 3.9 eV. Its molar mass is 115.18 g/mol. As for the multiplicity: 1. Its energy above the lowest of the compared OMol25 structures with the same formula, charge and spin is 7.9644 eV.

Element x y z (Å)
C1 0.894 1.626 -0.299
C2 1.304 0.572 -1.322
C3 0.508 -0.698 -1.072
C4 -1.009 -0.708 -0.798
N1 -1.490 -0.286 0.586
C5 -1.078 -1.228 1.596
N2 0.292 -1.206 1.919
N3 -0.415 2.112 -0.503
H1 1.517 2.543 -0.277
H2 1.064 1.185 0.728
H3 1.361 0.977 -2.336
H4 2.354 0.455 -1.064
H5 0.793 -1.463 -1.792
H6 1.007 -0.961 -0.132
H7 -1.463 -0.045 -1.529
H8 -1.297 -1.722 -1.055
H9 -1.482 -2.223 1.331
H10 -1.676 -0.930 2.485
H11 0.511 -1.524 2.857
H12 -1.159 0.677 0.467
H13 -0.537 2.847 0.211

Cartesian forces, eV/Å:
-0.4 0.8 -0.8
0.2 1.4 0.2
1.4 -0.1 1.3
-0.2 0.1 -0.6
1.1 -1.1 -3.2
-0.7 0.6 1.1
0.8 0.7 -1.1
0.1 -0.3 1.1
0.5 -0.4 0.0
-0.2 0.0 0.2
-0.7 0.1 -0.1
0.3 -0.8 -0.1
-0.3 -0.1 -0.1
-0.4 -0.9 -0.1
-0.4 0.1 0.1
-0.5 -0.2 0.4
0.3 -0.1 0.0
0.0 -0.1 0.0
-0.5 0.0 0.3
-0.1 0.7 1.6
-0.2 -0.2 -0.3

Results of the natural (NBO) charge analysis, in e, for atoms 1 through 6: -0.29 -0.40 -0.45 -0.25 -0.52 -0.13

=====

Computed, not measured: a 2-piece molecular cluster, CH5PS overall, with wB97M-V/def2-TZVPD.

As for the gap between HOMO and LUMO (alpha / beta): 7.5 / 8.1 eV. Its molar mass is 80.09 g/mol. As for the multiplicity: 1. Its energy above the lowest of the compared OMol25 structures with the same formula, charge and spin is 2.8767 eV.

Element x y z (Å)
C1 0.492 0.634 -1.114
P1 -0.751 -1.272 0.946
S1 -1.340 -3.043 0.617
H1 1.105 1.293 -0.521
H2 1.011 -0.123 -1.742
H3 -0.486 0.948 -1.312
H4 -1.632 -0.448 1.704
H5 0.426 -0.988 1.662

Cartesian forces, eV/Å:
1.3 -1.3 0.1
0.5 2.3 0.0
-0.2 -1.1 -0.1
0.1 -0.1 0.2
-0.7 0.7 0.6
-1.2 0.2 -0.5
0.1 -0.2 -0.3
0.1 -0.5 0.1

Results of the natural (NBO) charge analysis, in e, for atoms 1 through 6: -0.53 0.44 -0.40 0.17 0.19 0.17